# C66H52N8STeTi

A molecular structure, C66H52N8STeTi (the ωB97M-V functional and the def2-TZVPD basis, the Open Molecules 2025 dataset).

Results
LUMO (spin up / spin down) = 3.479 / 3.475 eV
Molecular weight = 1164.73 g/mol
Kohn-Sham gap (spin up / spin down) = 4.390 / 4.384 eV
E_HOMO (spin up / spin down) = -0.911 / -0.910 eV

Structure (ORCA input):
```
! RIJCOSX wB97M-V def2-TZVPD def2/J DEFGRID3
* xyz -2 1
Ti -0.026 -0.328 -0.162
C 3.570 2.471 -6.271
C 2.233 2.114 -6.177
C 1.735 1.567 -5.009
C 2.558 1.378 -3.895
C 3.912 1.693 -4.024
C 4.409 2.238 -5.193
C 1.998 0.835 -2.645
C 2.040 1.640 -1.471
C 2.735 2.859 -1.447
C 2.304 3.532 -0.325
C 1.369 2.713 0.324
C 0.134 2.358 2.578
C -0.369 3.117 3.796
C -0.106 2.686 5.091
C -0.574 3.392 6.188
C -1.310 4.551 6.011
C -1.621 4.959 4.723
C -1.181 4.231 3.634
C -1.020 1.445 2.220
N -0.827 0.207 1.705
C -1.944 -0.540 2.069
C -1.785 -1.927 2.307
C -2.694 -2.603 3.239
C -4.059 -2.736 2.976
C -4.883 -3.419 3.850
C -4.375 -3.974 5.015
C -3.028 -3.819 5.304
C -2.200 -3.141 4.433
C -0.673 -2.630 1.825
C -0.349 -3.982 2.149
C 0.659 -4.369 1.315
C 0.914 -3.278 0.438
N 0.147 -2.191 0.796
C 1.582 -3.433 -0.783
C 1.520 -2.460 -1.781
C 1.995 -2.606 -3.120
C 1.940 -1.381 -3.700
C 1.528 -0.464 -2.680
N 1.151 -1.157 -1.545
C 2.449 -4.603 -0.995
C 2.249 -5.541 -2.007
C 3.164 -6.556 -2.224
C 4.306 -6.657 -1.444
C 4.509 -5.742 -0.421
C 3.590 -4.733 -0.200
C -2.903 0.308 2.654
C -2.311 1.554 2.756
N 1.234 1.525 -0.345
H 3.960 2.916 -7.178
H 1.575 2.278 -7.022
H 0.691 1.296 -4.947
H 4.578 1.488 -3.198
H 5.461 2.489 -5.262
H 3.426 3.233 -2.180
H 2.642 4.515 -0.062
H 0.469 1.786 5.237
H -0.367 3.024 7.187
H -1.654 5.119 6.869
H -2.233 5.841 4.572
H -1.482 4.486 2.633
H -4.462 -2.309 2.069
H -5.934 -3.538 3.625
H -5.019 -4.514 5.697
H -2.626 -4.232 6.220
H -1.158 -2.991 4.679
H -0.830 -4.585 2.898
H 1.121 -5.338 1.252
H 2.340 -3.516 -3.570
H 2.234 -1.105 -4.695
H 1.363 -5.480 -2.618
H 2.988 -7.272 -3.018
H 5.033 -7.441 -1.628
H 5.402 -5.802 0.193
H 3.757 -4.006 0.583
H -3.877 0.030 3.016
H -2.755 2.431 3.184
C -0.871 3.275 -3.889
C -2.010 2.696 -4.429
C -2.609 1.672 -3.728
C -2.057 1.241 -2.508
N -0.909 1.742 -2.044
C -0.361 2.744 -2.714
C -2.690 0.169 -1.745
C -4.077 0.015 -1.876
C -4.716 -1.086 -1.359
C -3.952 -2.082 -0.768
C -2.588 -1.907 -0.607
C -1.908 -0.740 -1.000
H -0.361 4.087 -4.387
H -2.406 3.029 -5.382
H -3.477 1.175 -4.134
H 0.551 3.154 -2.313
H -4.647 0.795 -2.367
H -5.790 -1.182 -1.444
H -4.416 -3.000 -0.432
H -2.042 -2.730 -0.164
C 2.607 3.526 3.591
C 2.587 2.125 2.985
N 1.266 1.520 2.975
C 0.451 3.332 1.379
N -0.791 3.499 0.724
C -0.979 4.656 -0.063
C -0.655 5.955 0.691
C 0.753 5.839 1.256
N 1.002 4.594 1.952
C 2.309 4.620 2.570
H 3.610 3.731 3.983
H 1.910 3.582 4.423
H 3.224 1.466 3.595
H 3.037 2.188 1.979
H 1.283 0.686 2.385
H -2.031 4.647 -0.377
H -0.358 4.645 -0.981
H -1.371 6.106 1.500
H -0.704 6.823 0.024
H 0.913 6.648 1.989
H 1.458 6.023 0.421
H 2.378 5.592 3.088
H 3.138 4.603 1.834
Te -1.477 -3.050 -3.387
C -1.385 -5.118 -3.117
C -1.260 -6.092 -4.068
C -1.260 -7.403 -3.554
C -1.383 -7.437 -2.202
S -1.502 -5.842 -1.540
H -1.178 -5.854 -5.116
H -1.173 -8.290 -4.165
H -1.418 -8.291 -1.552
*
```

Atomic partial charges in e from the Mulliken method, atoms 1 to 99:
1 Ti -1.556
2 C -0.443
3 C -1.134
4 C -0.161
5 C -0.152
6 C 0.058
7 C -0.973
8 C 1.256
9 C -0.689
10 C -2.022
11 C -1.440
12 C 0.273
13 C -0.745
14 C 0.473
15 C -0.615
16 C -0.794
17 C -0.822
18 C -1.456
19 C 0.077
20 C -0.082
21 N 1.108
22 C 0.319
23 C 1.190
24 C 0.097
25 C -0.179
26 C -0.992
27 C -0.436
28 C -0.909
29 C -0.196
30 C -0.673
31 C -1.241
32 C -2.164
33 C 0.427
34 N 2.220
35 C 0.692
36 C -0.133
37 C -1.323
38 C -1.438
39 C 0.053
40 N 0.912
41 C 0.007
42 C 0.166
43 C -1.020
44 C -0.398
45 C -0.868
46 C -0.170
47 C -2.135
48 C -1.019
49 N 1.879
50 H 0.388
51 H 0.403
52 H 0.652
53 H 0.545
54 H 0.377
55 H 0.486
56 H 0.130
57 H 0.394
58 H 0.384
59 H 0.372
60 H 0.447
61 H 0.835
62 H 0.519
63 H 0.395
64 H 0.375
65 H 0.369
66 H 0.535
67 H 0.546
68 H 0.503
69 H 0.477
70 H 0.625
71 H 0.533
72 H 0.388
73 H 0.366
74 H 0.355
75 H 0.443
76 H 0.600
77 H 0.691
78 C -1.242
79 C -0.845
80 C -1.172
81 C 0.233
82 N 1.088
83 C -0.626
84 C 0.914
85 C -0.707
86 C -1.557
87 C -0.852
88 C -1.274
89 C 2.425
90 H 0.563
91 H 0.350
92 H 0.647
93 H 0.445
94 H 0.553
95 H 0.332
96 H 0.674
97 H 1.035
98 C -0.946
99 C -0.101